The following is a quantum chemistry calculation of 22 unconnected molecules or ions with the total composition C79H215N13O22 at a distorted geometry, from OMol25.

Summary:
Gap between HOMO and LUMO ... 8.835 eV
E_LUMO ... 0.342 eV
E ... -5505.63309 Eh

Last columns: bonded neighbours and bond lengths (Å).
Atoms and positions in Å:
1 C 4.724 0.177 7.659  C2 1.568, H7 1.090, H8 1.090, H9 1.090
2 C 3.347 -0.014 6.934  C1 1.568, C3 1.528, N6 1.453, H10 1.090
3 C 2.305 -0.839 7.687  C2 1.528, O4 1.372, H11 1.090, H12 1.090
4 O 2.405 -2.204 7.775  C3 1.372, C5 1.413
5 C 2.031 -2.876 6.590  O4 1.413, H13 1.090, H14 1.090, H15 1.090
6 N 2.878 1.298 6.519  C2 1.453, H16 1.010, H17 1.010
7 H 5.181 -0.811 7.712  C1 1.090
8 H 4.550 0.630 8.636  C1 1.090
9 H 5.382 0.857 7.118  C1 1.090
10 H 3.589 -0.584 6.037  C2 1.090
11 H 1.280 -0.655 7.365  C3 1.090
12 H 2.310 -0.610 8.753  C3 1.090
13 H 0.968 -2.649 6.501  C5 1.090
14 H 2.122 -3.962 6.578  C5 1.090
15 H 2.468 -2.552 5.647  C5 1.090
16 H 3.450 1.611 5.747  N6 1.010
17 H 1.942 1.144 6.173  N6 1.010
18 C -2.208 1.096 3.264  C19 1.529, H24 1.090, H25 1.090, H26 1.090
19 C -0.882 1.114 4.025  C18 1.529, C20 1.551, N23 1.438, H27 1.090
20 C -1.134 1.224 5.551  C19 1.551, O21 1.429, H28 1.090, H29 1.090
21 O 0.123 1.472 6.184  C20 1.429, C22 1.437
22 C -0.053 2.074 7.476  O21 1.437, H30 1.090, H31 1.090, H32 1.090
23 N -0.268 -0.157 3.750  C19 1.438, H33 1.010, H34 1.010
24 H -2.870 0.282 3.556  C18 1.090
25 H -2.158 1.043 2.176  C18 1.090
26 H -2.725 2.012 3.550  C18 1.090
27 H -0.233 1.929 3.701  C19 1.090
28 H -1.444 0.240 5.904  C20 1.090
29 H -1.883 1.945 5.877  C20 1.090
30 H -0.391 3.110 7.445  C22 1.090
31 H 0.911 2.209 7.966  C22 1.090
32 H -0.680 1.444 8.108  C22 1.090
33 H -0.893 -0.903 4.021  N23 1.010
34 H 0.495 -0.188 4.411  N23 1.010
35 C -5.122 -1.977 1.956  C36 1.584, H41 1.090, H42 1.090, H43 1.090
36 C -6.662 -2.122 2.298  C35 1.584, C37 1.510, N40 1.474, H44 1.090
37 C -7.135 -1.330 3.493  C36 1.510, O38 1.389, H45 1.090, H46 1.090
38 O -6.983 0.027 3.238  C37 1.389, C39 1.392
39 C -7.326 0.822 4.327  O38 1.392, H47 1.090, H48 1.090, H49 1.090
40 N -7.414 -1.812 1.069  C36 1.474, H50 1.010, H51 1.010
41 H -4.877 -0.920 1.857  C35 1.090
42 H -4.889 -2.423 0.989  C35 1.090
43 H -4.460 -2.453 2.679  C35 1.090
44 H -6.845 -3.194 2.369  C36 1.090
45 H -6.563 -1.627 4.373  C37 1.090
46 H -8.175 -1.608 3.669  C37 1.090
47 H -6.588 0.663 5.113  C39 1.090
48 H -8.341 0.580 4.642  C39 1.090
49 H -7.278 1.880 4.071  C39 1.090
50 H -6.809 -2.165 0.341  N40 1.010
51 H -7.370 -0.823 0.873  N40 1.010
52 C 10.413 -0.113 -2.161  C53 1.524, H58 1.090, H59 1.090, H60 1.090
53 C 10.451 1.339 -2.623  C52 1.524, C54 1.615, N57 1.492, H61 1.090
54 C 9.536 2.324 -1.728  C53 1.615, O55 1.450, H62 1.090, H63 1.090
55 O 8.173 1.836 -1.809  C54 1.450, C56 1.457
56 C 7.285 2.601 -0.944  O55 1.457, H64 1.090, H65 1.090, H66 1.090
57 N 11.854 1.812 -2.806  C53 1.492, H67 1.010, H68 1.010
58 H 10.791 -0.763 -2.949  C52 1.090
59 H 9.392 -0.453 -1.985  C52 1.090
60 H 11.039 -0.265 -1.281  C52 1.090
61 H 10.070 1.364 -3.644  C53 1.090
62 H 9.546 3.315 -2.180  C54 1.090
63 H 9.855 2.365 -0.686  C54 1.090
64 H 7.468 2.622 0.130  C56 1.090
65 H 6.280 2.189 -1.034  C56 1.090
66 H 7.210 3.630 -1.296  C56 1.090
67 H 12.318 1.126 -3.383  N57 1.010
68 H 11.914 2.603 -3.431  N57 1.010
69 C 1.678 -3.384 -7.386  C70 1.593, H75 1.090, H76 1.090, H77 1.090
70 C 1.712 -1.814 -7.659  C69 1.593, C71 1.518, N74 1.443, H78 1.090
71 C 2.049 -1.096 -6.364  C70 1.518, O72 1.444, H79 1.090, H80 1.090
72 O 0.972 -1.365 -5.442  C71 1.444, C73 1.415
73 C 1.184 -1.025 -4.085  O72 1.415, H81 1.090, H82 1.090, H83 1.090
74 N 2.863 -1.586 -8.500  C70 1.443, H84 1.010, H85 1.010
75 H 0.966 -3.721 -6.633  C69 1.090
76 H 2.632 -3.886 -7.228  C69 1.090
77 H 1.310 -3.817 -8.317  C69 1.090
78 H 0.813 -1.424 -8.135  C70 1.090
79 H 2.063 -0.014 -6.497  C71 1.090
80 H 2.974 -1.455 -5.913  C71 1.090
81 H 1.802 -1.720 -3.516  C73 1.090
82 H 0.262 -0.849 -3.532  C73 1.090
83 H 1.777 -0.116 -3.978  C73 1.090
84 H 2.917 -2.183 -9.313  N74 1.010
85 H 3.626 -1.924 -7.931  N74 1.010
86 C 2.119 3.095 2.468  C87 1.548, H92 1.090, H93 1.090, H94 1.090
87 C 3.025 3.431 3.678  C86 1.548, C88 1.542, N91 1.477, H95 1.090
88 C 4.134 4.448 3.343  C87 1.542, O89 1.424, H96 1.090, H97 1.090
89 O 5.108 4.401 4.381  C88 1.424, C90 1.422
90 C 6.227 5.261 4.209  O89 1.422, H98 1.090, H99 1.090, H100 1.090
91 N 2.112 3.875 4.750  C87 1.477, H101 1.010, H102 1.010
92 H 1.817 2.050 2.530  C86 1.090
93 H 2.721 3.148 1.561  C86 1.090
94 H 1.235 3.689 2.236  C86 1.090
95 H 3.533 2.519 3.991  C87 1.090
96 H 3.726 5.446 3.185  C88 1.090
97 H 4.485 4.195 2.343  C88 1.090
98 H 6.817 5.045 3.319  C90 1.090
99 H 6.864 5.210 5.092  C90 1.090
100 H 5.827 6.269 4.094  C90 1.090
101 H 1.548 3.049 4.893  N91 1.010
102 H 2.671 4.019 5.579  N91 1.010
103 C -6.086 2.358 -1.005  C104 1.535, H109 1.090, H110 1.090, H111 1.090
104 C -5.950 1.618 0.333  C103 1.535, C105 1.564, N108 1.465, H112 1.090
105 C -5.288 2.486 1.452  C104 1.564, O106 1.473, H113 1.090, H114 1.090
106 O -6.079 3.711 1.662  C105 1.473, C107 1.492
107 C -5.329 4.704 2.485  O106 1.492, H115 1.090, H116 1.090, H117 1.090
108 N -7.300 1.277 0.789  C104 1.465, H118 1.010, H119 1.010
109 H -6.746 3.226 -0.982  C103 1.090
110 H -6.500 1.725 -1.790  C103 1.090
111 H -5.108 2.683 -1.359  C103 1.090
112 H -5.339 0.722 0.220  C104 1.090
113 H -4.263 2.739 1.184  C105 1.090
114 H -5.238 1.799 2.297  C105 1.090
115 H -4.364 4.951 2.043  C107 1.090
116 H -5.163 4.423 3.525  C107 1.090
117 H -5.838 5.667 2.435  C107 1.090
118 H -7.602 2.220 0.991  N108 1.010
119 H -7.279 0.951 1.744  N108 1.010
120 C -1.425 5.472 4.846  C121 1.517, H126 1.090, H127 1.090, H128 1.090
121 C -0.676 5.957 3.620  C120 1.517, C122 1.565, N125 1.481, H129 1.090
122 C -1.432 7.182 3.006  C121 1.565, O123 1.439, H130 1.090, H131 1.090
123 O -2.688 6.678 2.516  C122 1.439, C124 1.441
124 C -3.536 7.805 2.222  O123 1.441, H132 1.090, H133 1.090, H134 1.090
125 N 0.705 6.335 3.998  C121 1.481, H135 1.010, H136 1.010
126 H -0.890 4.701 5.400  C120 1.090
127 H -2.363 4.991 4.568  C120 1.090
128 H -1.623 6.346 5.467  C120 1.090
129 H -0.694 5.116 2.926  C121 1.090
130 H -0.920 7.663 2.172  C122 1.090
131 H -1.530 7.930 3.792  C122 1.090
132 H -3.634 8.474 3.077  C124 1.090
133 H -4.538 7.482 1.939  C124 1.090
134 H -3.078 8.379 1.417  C124 1.090
135 H 1.190 6.204 3.122  N125 1.010
136 H 1.176 5.567 4.454  N125 1.010
137 C -4.758 -6.104 -4.273  C138 1.569, H143 1.090, H144 1.090, H145 1.090
138 C -4.036 -5.110 -5.249  C137 1.569, C139 1.603, N142 1.501, H146 1.090
139 C -2.578 -4.620 -4.798  C138 1.603, O140 1.399, H147 1.090, H148 1.090
140 O -2.793 -3.672 -3.791  C139 1.399, C141 1.387
141 C -1.644 -2.954 -3.491  O140 1.387, H149 1.090, H150 1.090, H151 1.090
142 N -3.972 -5.827 -6.566  C138 1.501, H152 1.010, H153 1.010
143 H -4.386 -7.122 -4.385  C137 1.090
144 H -5.836 -5.967 -4.362  C137 1.090
145 H -4.539 -5.867 -3.232  C137 1.090
146 H -4.654 -4.221 -5.368  C138 1.090
147 H -2.041 -4.183 -5.639  C139 1.090
148 H -1.843 -5.379 -4.532  C139 1.090
149 H -1.132 -3.621 -2.798  C141 1.090
150 H -1.927 -2.066 -2.926  C141 1.090
151 H -1.040 -2.671 -4.352  C141 1.090
152 H -4.945 -6.095 -6.619  N142 1.010
153 H -3.874 -5.080 -7.238  N142 1.010
154 C 4.573 4.671 -2.664  C155 1.531, H160 1.090, H161 1.090, H162 1.090
155 C 3.141 4.162 -2.850  C154 1.531, C156 1.580, N159 1.501, H163 1.090
156 C 2.991 2.598 -2.679  C155 1.580, O157 1.437, H164 1.090, H165 1.090
157 O 3.806 1.816 -3.567  C156 1.437, C158 1.471
158 C 3.549 1.930 -5.011  O157 1.471, H166 1.090, H167 1.090, H168 1.090
159 N 2.340 4.872 -1.797  C155 1.501, H169 1.010, H170 1.010
160 H 4.735 5.732 -2.855  C154 1.090
161 H 5.226 4.170 -3.379  C154 1.090
162 H 4.909 4.431 -1.655  C154 1.090
163 H 2.719 4.328 -3.841  C155 1.090
164 H 1.946 2.387 -2.910  C156 1.090
165 H 3.218 2.309 -1.653  C156 1.090
166 H 4.165 1.158 -5.471  C158 1.090
167 H 3.854 2.894 -5.417  C158 1.090
168 H 2.490 1.787 -5.223  C158 1.090
169 H 2.280 5.835 -2.096  N159 1.010
170 H 1.377 4.615 -1.965  N159 1.010
171 C -4.092 -1.108 -5.673  C172 1.560, H177 1.090, H178 1.090, H179 1.090
172 C -4.201 -0.793 -7.197  C171 1.560, C173 1.527, N176 1.434, H180 1.090
173 C -4.612 -2.028 -7.996  C172 1.527, O174 1.422, H181 1.090, H182 1.090
174 O -3.749 -3.147 -7.839  C173 1.422, C175 1.415
175 C -2.433 -2.941 -8.318  O174 1.415, H183 1.090, H184 1.090, H185 1.090
176 N -5.260 0.167 -7.297  C172 1.434, H186 1.010, H187 1.010
177 H -3.938 -0.195 -5.098  C171 1.090
178 H -3.253 -1.787 -5.522  C171 1.090
179 H -5.021 -1.547 -5.310  C171 1.090
180 H -3.271 -0.453 -7.652  C172 1.090
181 H -4.627 -1.861 -9.073  C173 1.090
182 H -5.641 -2.328 -7.796  C173 1.090
183 H -2.428 -2.584 -9.348  C175 1.090
184 H -1.980 -3.929 -8.392  C175 1.090
185 H -1.968 -2.211 -7.655  C175 1.090
186 H -5.327 0.242 -8.302  N176 1.010
187 H -6.165 -0.232 -7.092  N176 1.010
188 C 4.664 -1.179 -1.795  C189 1.533, H194 1.090, H195 1.090, H196 1.090
189 C 6.179 -0.986 -1.924  C188 1.533, C190 1.562, N193 1.479, H197 1.090
190 C 6.909 -2.327 -2.257  C189 1.562, O191 1.434, H198 1.090, H199 1.090
191 O 6.969 -2.995 -0.990  C190 1.434, C192 1.405
192 C 7.634 -4.231 -0.916  O191 1.405, H200 1.090, H201 1.090, H202 1.090
193 N 6.244 -0.110 -3.113  C189 1.479, H203 1.010, H204 1.010
194 H 4.592 -1.713 -0.847  C188 1.090
195 H 4.250 -1.679 -2.670  C188 1.090
196 H 4.108 -0.243 -1.740  C188 1.090
197 H 6.621 -0.498 -1.055  C189 1.090
198 H 7.964 -2.140 -2.459  C190 1.090
199 H 6.499 -2.957 -3.046  C190 1.090
200 H 8.683 -3.994 -1.096  C192 1.090
201 H 7.298 -5.017 -1.592  C192 1.090
202 H 7.563 -4.580 0.114  C192 1.090
203 H 6.999 0.559 -3.066  N193 1.010
204 H 5.467 0.533 -3.061  N193 1.010
205 C -7.253 -6.306 -0.778  C206 1.579, H211 1.090, H212 1.090, H213 1.090
206 C -7.033 -4.792 -0.386  C205 1.579, C207 1.541, N210 1.434, H214 1.090
207 C -6.027 -4.094 -1.322  C206 1.541, O208 1.460, H215 1.090, H216 1.090
208 O -6.027 -2.639 -1.210  C207 1.460, C209 1.447
209 C -4.982 -2.004 -1.984  O208 1.447, H217 1.090, H218 1.090, H219 1.090
210 N -8.313 -4.147 -0.360  C206 1.434, H220 1.010, H221 1.010
211 H -6.307 -6.828 -0.633  C205 1.090
212 H -7.597 -6.397 -1.808  C205 1.090
213 H -8.017 -6.732 -0.127  C205 1.090
214 H -6.639 -4.713 0.627  C206 1.090
215 H -6.333 -4.253 -2.356  C207 1.090
216 H -5.027 -4.496 -1.159  C207 1.090
217 H -4.000 -1.966 -1.513  C209 1.090
218 H -5.396 -1.003 -2.108  C209 1.090
219 H -4.887 -2.454 -2.973  C209 1.090
220 H -8.336 -3.279 0.156  N210 1.010
221 H -8.540 -3.939 -1.321  N210 1.010
222 C 0.378 -3.812 2.314  C223 1.564, H226 1.090, H227 1.090, H228 1.090
223 C -0.964 -3.635 3.097  C222 1.564, C224 1.512, O225 1.494, H229 1.090
224 C -2.062 -4.416 2.411  C223 1.512, H230 1.090, H231 1.090, H232 1.090
225 O -0.853 -4.163 4.490  C223 1.494, H233 0.960
226 H 0.213 -3.382 1.326  C222 1.090
227 H 0.503 -4.852 2.012  C222 1.090
228 H 1.288 -3.364 2.711  C222 1.090
229 H -1.325 -2.607 3.105  C223 1.090
230 H -2.210 -4.094 1.381  C224 1.090
231 H -3.021 -4.400 2.929  C224 1.090
232 H -1.801 -5.474 2.368  C224 1.090
233 H -0.589 -5.083 4.420  O225 0.960
234 C -1.312 -7.759 0.612  C235 1.543, H238 1.090, H239 1.090, H240 1.090
235 C -1.327 -7.384 -0.885  C234 1.543, C236 1.562, O237 1.437, H241 1.090
236 C -2.062 -6.046 -1.215  C235 1.562, H242 1.090, H243 1.090, H244 1.090
237 O 0.038 -7.433 -1.334  C235 1.437, H245 0.960
238 H -0.987 -8.793 0.723  C234 1.090
239 H -2.307 -7.788 1.055  C234 1.090
240 H -0.626 -7.099 1.143  C234 1.090
241 H -1.879 -8.144 -1.437  C235 1.090
242 H -1.458 -5.204 -0.876  C236 1.090
243 H -3.033 -6.025 -0.722  C236 1.090
244 H -2.394 -5.979 -2.251  C236 1.090
245 H 0.608 -6.861 -0.816  O237 0.960
246 C -0.919 4.483 0.248  C247 1.561, H250 1.090, H251 1.090, H252 1.090
247 C -1.770 4.131 -1.013  C246 1.561, C248 1.506, O249 1.458, H253 1.090
248 C -2.815 5.204 -1.171  C247 1.506, H254 1.090, H255 1.090, H256 1.090
249 O -0.908 4.310 -2.175  C247 1.458, H257 0.960
250 H -0.131 3.736 0.153  C246 1.090
251 H -1.542 4.181 1.090  C246 1.090
252 H -0.714 5.537 0.433  C246 1.090
253 H -2.094 3.091 -0.988  C247 1.090
254 H -2.370 6.198 -1.218  C248 1.090
255 H -3.553 5.124 -0.373  C248 1.090
256 H -3.372 4.990 -2.083  C248 1.090
257 H -1.440 4.027 -2.923  O249 0.960
258 C -3.415 -3.101 6.928  C259 1.575, H262 1.090, H263 1.090, H264 1.090
259 C -3.638 -2.033 5.792  C258 1.575, C260 1.467, O261 1.382, H265 1.090
260 C -4.292 -0.762 6.121  C259 1.467, H266 1.090, H267 1.090, H268 1.090
261 O -2.351 -1.817 5.335  C259 1.382, H269 0.960
262 H -2.914 -2.651 7.785  C258 1.090
263 H -2.918 -4.009 6.588  C258 1.090
264 H -4.447 -3.362 7.163  C258 1.090
265 H -4.169 -2.498 4.962  C259 1.090
266 H -4.554 -0.090 5.304  C260 1.090
267 H -3.561 -0.134 6.631  C260 1.090
268 H -5.178 -0.910 6.737  C260 1.090
269 H -1.951 -2.675 5.172  O261 0.960
270 C 2.932 8.295 1.983  C271 1.467, H274 1.090, H275 1.090, H276 1.090
271 C 2.930 7.430 0.797  C270 1.467, C272 1.524, O273 1.391, H277 1.090
272 C 4.341 7.066 0.349  C271 1.524, H278 1.090, H279 1.090, H280 1.090
273 O 2.218 6.255 1.015  C271 1.391, H281 0.960
274 H 1.911 8.597 2.215  C270 1.090
275 H 3.504 9.202 1.788  C270 1.090
276 H 3.262 7.897 2.942  C270 1.090
277 H 2.386 7.957 0.013  C271 1.090
278 H 4.283 6.280 -0.404  C272 1.090
279 H 4.946 6.710 1.182  C272 1.090
280 H 4.787 7.941 -0.124  C272 1.090
281 H 2.368 5.605 0.325  O273 0.960
282 C 1.473 0.427 -0.583  C283 1.545, H286 1.090, H287 1.090, H288 1.090
283 C 0.319 0.064 0.378  C282 1.545, C284 1.553, O285 1.409, H289 1.090
284 C -0.806 -0.828 -0.214  C283 1.553, H290 1.090, H291 1.090, H292 1.090
285 O 0.954 -0.684 1.389  C283 1.409, H293 0.960
286 H 1.028 0.884 -1.467  C282 1.090
287 H 2.010 -0.430 -0.989  C282 1.090
288 H 2.163 1.212 -0.274  C282 1.090
289 H -0.092 0.920 0.914  C283 1.090
290 H -1.655 -0.409 -0.754  C284 1.090
291 H -1.332 -1.458 0.504  C284 1.090
292 H -0.329 -1.525 -0.903  C284 1.090
293 H 0.454 -0.544 2.197  O285 0.960
294 C 3.931 -4.655 -0.474  C295 1.557, H298 1.090, H299 1.090, H300 1.090
295 C 2.378 -4.758 -0.521  C294 1.557, C296 1.513, O297 1.414, H301 1.090
296 C 1.937 -4.892 -1.961  C295 1.513, H302 1.090, H303 1.090, H304 1.090
297 O 1.913 -5.864 0.227  C295 1.414, H305 0.960
298 H 4.431 -4.271 0.415  C294 1.090
299 H 4.326 -4.114 -1.335  C294 1.090
300 H 4.369 -5.647 -0.578  C294 1.090
301 H 1.968 -3.808 -0.179  C295 1.090
302 H 0.861 -5.028 -2.068  C296 1.090
303 H 2.401 -5.680 -2.554  C296 1.090
304 H 2.224 -4.049 -2.590  C296 1.090
305 H 2.246 -5.916 1.126  O297 0.960
306 C -1.147 1.911 -5.753  C307 1.508, H310 1.090, H311 1.090, H312 1.090
307 C -2.213 2.029 -4.692  C306 1.508, C308 1.536, O309 1.394, H313 1.090
308 C -1.956 1.079 -3.513  C307 1.536, H314 1.090, H315 1.090, H316 1.090
309 O -2.352 3.340 -4.238  C307 1.394, H317 0.960
310 H -1.445 2.331 -6.714  C306 1.090
311 H -0.772 0.891 -5.840  C306 1.090
312 H -0.257 2.427 -5.392  C306 1.090
313 H -3.153 1.812 -5.200  C307 1.090
314 H -2.722 1.151 -2.741  C308 1.090
315 H -1.011 1.285 -3.010  C308 1.090
316 H -1.941 0.042 -3.847  C308 1.090
317 H -2.629 3.974 -4.904  O309 0.960
318 C 4.017 -2.187 2.546  C319 1.545, H322 1.090, H323 1.090, H324 1.090
319 C 4.271 -0.697 2.868  C318 1.545, C320 1.532, O321 1.404, H325 1.090
320 C 4.740 0.072 1.629  C319 1.532, H326 1.090, H327 1.090, H328 1.090
321 O 3.057 -0.124 3.280  C319 1.404, H329 0.960
322 H 3.141 -2.287 1.906  C318 1.090
323 H 3.658 -2.671 3.455  C318 1.090
324 H 4.921 -2.731 2.273  C318 1.090
325 H 4.936 -0.524 3.713  C319 1.090
326 H 5.634 -0.439 1.272  C320 1.090
327 H 5.084 1.058 1.940  C320 1.090
328 H 4.082 0.156 0.764  C320 1.090
329 H 2.397 -0.323 2.611  O321 0.960